174
Properties=species:S:1:pos:R:3:mulliken_charge:R:1 method="wB97M-V/def2-TZVPD" energy_ha=-2900.16108 total_charge=+3 lumo_energy_ev=-6.0 gap_ev=5.61
C 4.1911 -1.0642 1.8592 -1.294
C 4.9710 -2.0739 2.7270 -0.449
C 3.9089 -2.9615 3.4691 -0.742
N 4.5050 -4.1870 4.1225 0.315
C 5.3211 -5.0108 3.1605 -0.521
C 5.6349 -6.3414 3.7077 -0.853
C 4.4229 -7.0091 4.3287 -0.701
C 3.7313 -6.1713 5.3808 -0.639
C 3.2745 -4.8822 4.7014 -0.861
C 5.3961 -3.6892 5.2071 -1.060
H 3.4911 -1.4847 1.1181 0.260
H 4.8712 -0.3597 1.3669 0.459
H 3.5575 -0.4486 2.5056 0.283
H 5.6194 -1.4415 3.3363 0.347
H 5.6195 -2.7364 2.1486 0.353
H 3.2036 -3.3416 2.7452 0.405
H 3.5091 -2.4127 4.2820 0.497
H 4.6192 -5.1178 2.2941 0.308
H 6.1954 -4.4137 2.9071 0.414
H 6.0551 -6.9355 2.8952 0.455
H 6.4676 -6.2481 4.3980 0.388
H 3.6822 -7.1200 3.5193 0.261
H 4.5839 -8.0121 4.6963 0.419
H 2.8645 -6.6783 5.8174 0.389
H 4.4581 -5.8980 6.1409 0.318
H 2.7745 -5.1187 3.7663 0.485
H 2.7465 -4.0739 5.2185 0.505
H 5.8538 -4.5078 5.7492 0.541
H 4.8782 -3.0113 5.8865 0.286
H 6.1752 -3.1557 4.6970 0.458
C -7.5897 -0.4918 1.8603 -1.583
C -6.2323 0.2456 1.7814 -0.207
C -5.2493 -0.6330 1.0308 -1.116
N -3.9153 -0.0975 0.7084 0.956
C -3.1438 0.0263 2.0299 0.031
C -2.8216 -1.3202 2.6446 -1.379
C -2.0601 -2.1708 1.6733 -0.029
C -2.8974 -2.4431 0.3818 -1.590
C -3.1996 -1.1033 -0.2337 -0.096
C -4.1490 1.2224 0.0018 -1.117
H -8.0705 -0.5967 0.8870 0.384
H -8.2747 0.1313 2.4235 0.431
H -7.6663 -1.4062 2.4143 0.404
H -5.8634 0.3927 2.7888 0.331
H -6.4731 1.1353 1.2200 0.203
H -5.6849 -0.9850 0.0975 0.575
H -5.1470 -1.5540 1.5951 0.564
H -3.7328 0.7222 2.6137 0.758
H -2.2287 0.5094 1.6548 -0.058
H -3.7288 -1.7770 3.0428 0.423
H -2.1536 -1.0614 3.4739 0.637
H -1.8076 -3.1361 2.1089 0.850
H -1.0923 -1.7708 1.4189 -0.328
H -3.7156 -3.0040 0.7669 0.554
H -2.3514 -2.9999 -0.3893 0.429
H -3.8811 -1.1252 -1.0844 0.575
H -2.2559 -0.6457 -0.5101 -0.202
H -3.2238 1.5672 -0.4282 0.206
H -4.4976 1.9665 0.7161 0.441
H -4.9734 1.1381 -0.7052 0.473
C 1.9747 -1.3876 -7.5064 -1.506
C 1.1946 -1.1837 -6.2179 0.234
C 0.8513 -2.5388 -5.6092 -0.671
N 0.3441 -2.5027 -4.2653 0.535
C -0.8243 -1.5353 -4.1781 -0.426
C -2.0285 -2.0010 -5.0242 -0.566
C -2.4329 -3.4260 -4.5934 -0.493
C -1.2821 -4.4128 -4.7118 -1.017
C -0.1117 -3.9223 -3.8887 -0.471
C 1.3943 -2.0864 -3.2545 -1.040
H 1.4878 -1.9759 -8.2865 0.375
H 2.9609 -1.8023 -7.3169 0.393
H 2.0679 -0.3814 -7.9475 0.406
H 0.2698 -0.6250 -6.4407 0.233
H 1.7626 -0.5233 -5.5416 -0.290
H 1.7564 -3.1590 -5.5798 0.458
H 0.0871 -2.9835 -6.2366 0.519
H -0.3795 -0.5831 -4.4792 0.535
H -1.1515 -1.5031 -3.1354 -0.163
H -1.7941 -1.9718 -6.0876 0.367
H -2.8373 -1.3213 -4.7555 0.347
H -3.3560 -3.7764 -5.0499 0.580
H -2.6135 -3.3682 -3.5062 -0.029
H -0.9470 -4.6715 -5.7145 0.362
H -1.5532 -5.4213 -4.3850 0.520
H 0.7614 -4.5517 -4.0319 0.460
H -0.4217 -3.8469 -2.8524 0.415
H 1.9096 -1.1892 -3.5820 0.330
H 2.1033 -2.9003 -3.1800 0.448
H 0.9546 -1.8794 -2.2841 0.131
C 0.6038 4.7727 2.1099 -0.668
N 0.2891 4.0972 3.4133 0.580
C -0.7265 3.0415 3.1911 -1.211
C 1.4776 3.4521 4.0039 -0.918
C -0.2815 5.2438 4.2944 -0.348
C -0.9060 4.7468 5.5938 -0.597
O 0.1799 4.3357 6.3986 -0.515
H -0.1703 5.5142 1.8898 0.292
H 0.7199 4.0238 1.3369 0.086
H 1.5765 5.2434 2.2594 0.416
H -0.7080 2.2576 3.9158 0.670
H -0.5885 2.5348 2.2501 -0.246
H -1.7301 3.4181 3.2516 0.454
H 1.7932 2.6835 3.2933 0.171
H 1.2135 3.0851 4.9648 0.394
H 2.2404 4.2138 4.1110 0.365
H -1.0527 5.7073 3.6591 0.372
H 0.5909 5.8789 4.4111 0.441
H -1.6689 3.9863 5.3812 0.259
H -1.5336 5.5243 6.0230 0.506
H -0.1533 4.0874 7.2629 0.315
C 3.6743 0.6322 -1.7648 -0.688
N 3.6115 1.9609 -2.3603 0.287
C 4.9826 2.3706 -2.8099 -0.962
C 2.6957 1.8919 -3.5074 -1.134
C 2.9846 3.0310 -1.4475 0.408
C 3.9564 3.5451 -0.4028 -0.774
O 4.3274 2.4178 0.3696 -0.375
H 2.6662 0.3360 -1.4751 -0.203
H 4.3608 0.7104 -0.9342 0.624
H 4.1035 -0.0558 -2.4911 0.394
H 5.2786 1.8978 -3.7534 0.360
H 5.7463 2.0834 -2.0953 0.347
H 5.0142 3.4392 -2.9717 0.434
H 2.7241 2.8602 -4.0103 0.587
H 1.7123 1.6341 -3.1110 0.242
H 3.0262 1.1369 -4.2012 0.404
H 2.1018 2.5762 -0.9688 -0.464
H 2.6649 3.8413 -2.1045 0.415
H 3.5253 4.3131 0.2515 0.444
H 4.8862 3.8541 -0.8573 0.373
H 4.5235 2.7059 1.2531 0.306
C -3.4411 3.8819 -5.0670 -0.741
N -4.0693 2.7149 -4.4315 0.249
C -4.9176 3.1706 -3.2797 -1.252
C -4.9436 2.0323 -5.4408 -0.810
C -3.0731 1.6698 -3.8953 -0.875
C -1.7837 2.2571 -3.2658 1.120
O -2.1807 3.0140 -2.1215 -0.220
H -4.2852 4.4932 -5.3915 0.441
H -2.8002 3.5377 -5.8707 0.316
H -2.8680 4.4315 -4.3282 0.280
H -5.5544 3.9687 -3.6624 0.434
H -4.2213 3.5602 -2.5364 0.613
H -5.4789 2.3143 -2.9410 0.410
H -4.4282 1.6893 -6.3320 0.369
H -5.7614 2.6460 -5.7671 0.401
H -5.3734 1.1507 -4.9737 0.347
H -2.8109 1.1121 -4.8114 0.320
H -3.5940 0.9815 -3.2391 0.093
H -1.2245 2.8022 -4.0391 0.582
H -1.2174 1.3772 -2.9708 -0.830
H -1.6022 2.7228 -1.4129 -0.153
C 0.5846 -2.1487 4.1803 0.078
C 0.6764 -1.3874 5.6533 0.585
O 0.9444 -2.0959 6.6278 -0.732
O 0.4352 -0.1689 5.6136 -0.634
H 1.1731 -1.5629 3.4601 -0.342
H -0.4550 -2.1280 3.8433 -0.144
H 0.8786 -3.2036 4.1728 0.094
C -3.1269 4.5726 0.6734 -0.065
C -2.7764 6.1874 0.8835 0.454
O -2.7999 6.5725 2.0637 -0.728
O -2.5119 6.7729 -0.2006 -0.734
H -2.2633 3.9609 0.3922 -0.348
H -3.7368 4.5047 -0.2199 0.248
H -3.5455 4.1722 1.5962 0.248
C 0.8904 0.3777 0.9512 -1.318
C 0.0721 0.7992 -0.2952 0.324
O -0.5527 1.8810 -0.2571 -1.233
O 0.0654 -0.0215 -1.2894 -0.113
H 0.3237 0.4113 1.8750 0.475
H 1.6409 1.1441 1.1600 0.043
H 1.3319 -0.5956 0.7783 0.384